A cluster of 2 separate species, C11H15N in total, computed with ωB97M-V/def2-TZVPD.

Structure (ORCA input):
```
! wB97M-V def2-TZVPD RIJCOSX def2/J DEFGRID3
* xyz 0 1
C 2.11 -0.51 -2.19
C 1.48 -1.12 -3.48
H 2.47 -1.25 -1.39
H 2.97 0.03 -2.61
H 1.54 0.28 -1.58
H 0.89 -1.97 -3.10
H 2.21 -1.64 -4.07
H 0.88 -0.38 -3.99
C 1.20 2.14 1.79
C 1.18 -0.38 1.33
C 0.63 0.78 1.59
C -1.03 -0.88 1.28
C -0.83 0.46 1.58
C -2.28 -1.40 0.69
C -1.80 1.39 1.35
C -3.21 -0.46 0.42
C -2.98 0.87 0.72
N 0.27 -1.39 1.13
H 2.18 -0.67 1.00
H 0.49 -2.15 0.51
H 1.36 2.51 2.89
H 0.42 2.74 1.23
H -2.64 -2.41 0.81
H -1.51 2.38 1.40
H -4.23 -0.79 0.49
H -3.89 1.64 0.90
H 2.11 2.16 1.29
*
```



A cluster of 2 separate species, C11H15N in total, computed with ωB97M-V/def2-TZVPD.

Structure (ORCA input):
```
! wB97M-V def2-TZVPD RIJCOSX def2/J DEFGRID3
* xyz 0 1
C 1.73 -3.42 2.02
C 1.33 -2.42 3.11
H 1.28 -4.51 1.95
H 1.32 -3.06 0.99
H 2.79 -3.68 2.10
H 0.35 -2.34 3.41
H 1.59 -1.40 2.75
H 1.80 -2.61 4.05
C -1.60 2.91 -2.97
C -1.00 0.36 -0.23
C -0.57 1.32 -1.23
C -1.66 1.87 -1.99
C -2.78 1.20 -1.47
C 1.28 0.10 0.48
C -0.03 -0.29 0.49
C 1.75 1.04 -0.41
C 0.82 1.67 -1.26
N -2.37 0.34 -0.36
H 2.09 -0.44 1.00
H -0.24 -1.16 1.12
H 2.76 1.17 -0.33
H 0.96 2.44 -1.99
H -2.97 -0.28 0.14
H -3.81 1.37 -1.63
H -2.68 3.25 -3.23
H -0.89 2.61 -3.86
H -1.26 3.97 -2.67
*
```



A cluster of 2 separate species, C11H15N in total, computed with ωB97M-V/def2-TZVPD.

Structure (ORCA input):
```
! wB97M-V def2-TZVPD RIJCOSX def2/J DEFGRID3
* xyz 0 1
C 1.87 3.22 -1.02
C 0.55 -0.26 -0.76
C 0.65 0.94 -1.49
C 1.60 1.76 -0.77
C 2.08 1.01 0.25
C -1.47 -0.86 -1.87
C -0.51 -1.14 -0.91
C -1.42 0.37 -2.53
C -0.36 1.24 -2.43
N 1.56 -0.28 0.17
H -2.27 -1.58 -2.02
H -0.56 -1.95 -0.20
H -2.24 0.61 -3.20
H -0.30 2.05 -3.13
H 1.60 -0.96 0.90
H 2.75 1.35 1.02
H 2.95 3.39 -1.02
H 1.43 3.85 -0.26
H 1.45 3.57 -1.96
C -1.71 -1.51 2.58
C -0.60 -2.55 2.69
H -1.43 -0.65 3.18
H -1.84 -1.12 1.56
H -2.68 -1.93 2.84
H 0.36 -2.16 2.37
H -0.52 -2.90 3.73
H -0.93 -3.50 2.26
*
```



A cluster of 2 separate species, C11H15N in total, computed with ωB97M-V/def2-TZVPD.

Structure (ORCA input):
```
! wB97M-V def2-TZVPD RIJCOSX def2/J DEFGRID3
* xyz 0 1
C 2.26 -1.00 -1.60
C 3.27 -2.08 -1.19
H 2.35 -0.38 -2.49
H 1.32 -1.48 -1.87
H 2.19 -0.52 -0.63
H 4.27 -1.69 -1.10
H 3.34 -2.94 -1.88
H 2.88 -2.65 -0.35
C -1.25 1.59 -2.22
C -0.84 0.83 0.17
C -1.34 0.57 -1.16
C -0.88 -0.38 0.88
C -1.72 -0.73 -1.15
C -0.22 1.89 0.87
C 0.45 1.70 2.06
C 0.52 0.41 2.62
C -0.19 -0.63 2.06
N -1.49 -1.33 0.07
H -0.22 2.84 0.36
H 0.87 2.56 2.56
H 1.15 0.23 3.47
H -1.59 1.30 -3.22
H -0.21 1.90 -2.40
H -2.09 -1.40 -1.92
H -2.11 -2.01 0.49
H -0.03 -1.63 2.45
H -1.83 2.49 -2.15
*
```



A cluster of 2 separate species, C11H15N in total, computed with ωB97M-V/def2-TZVPD.

Structure (ORCA input):
```
! wB97M-V def2-TZVPD RIJCOSX def2/J DEFGRID3
* xyz 0 1
C 1.12 0.08 2.81
C -0.24 -0.30 0.67
C 0.92 -0.11 1.34
C 1.39 -0.17 -0.86
C 2.00 -0.08 0.37
C 2.10 -0.24 -2.07
C 3.39 0.16 0.44
C 3.48 -0.25 -1.96
C 4.13 -0.03 -0.72
N 0.03 -0.43 -0.74
H -1.29 -0.26 0.97
H -0.68 -0.46 -1.47
H 0.38 0.74 3.25
H 2.10 0.51 2.97
H 1.65 -0.06 -3.06
H 3.78 0.48 1.39
H 4.03 -0.45 -2.88
H 5.21 -0.12 -0.58
H 1.28 -0.80 3.43
C -3.66 -0.14 -0.49
C -5.03 0.48 -0.30
H -2.90 0.65 -0.44
H -3.35 -0.86 0.27
H -3.54 -0.49 -1.49
H -4.98 1.57 -0.16
H -5.72 0.51 -1.18
H -5.60 0.05 0.51
*
```



A cluster of 2 separate species, C11H15N in total, computed with ωB97M-V/def2-TZVPD.

Structure (ORCA input):
```
! wB97M-V def2-TZVPD RIJCOSX def2/J DEFGRID3
* xyz 0 1
C -1.25 0.65 2.05
C -0.51 -0.24 -0.31
C -1.34 0.54 0.58
C -1.18 -0.28 -1.55
C -2.34 1.06 -0.19
C 1.23 -1.53 -1.30
C 0.50 -1.60 -2.50
C 0.71 -0.92 -0.18
C -0.73 -1.00 -2.66
N -2.27 0.56 -1.48
H 2.10 -2.15 -1.26
H 1.01 -2.07 -3.34
H 1.19 -1.04 0.79
H -1.32 -1.21 -3.54
H -0.45 1.24 2.48
H -1.19 -0.30 2.59
H -2.98 1.89 0.09
H -2.73 1.07 -2.21
H -2.18 1.02 2.49
C 3.27 1.28 2.13
C 2.52 0.60 3.31
H 3.08 0.71 1.21
H 2.84 2.23 1.84
H 4.32 1.23 2.38
H 2.02 1.28 4.01
H 3.28 0.08 3.90
H 1.71 -0.03 2.96
*
```



A cluster of 2 separate species, C11H15N in total, computed with ωB97M-V/def2-TZVPD.

Structure (ORCA input):
```
! wB97M-V def2-TZVPD RIJCOSX def2/J DEFGRID3
* xyz 0 1
C 2.21 1.18 1.46
C -1.11 0.19 0.11
C 0.22 0.72 0.00
C 0.97 0.42 1.11
C 0.27 -0.40 1.94
C -1.83 1.45 -1.77
C -2.17 0.63 -0.64
C -0.56 2.13 -1.86
C 0.47 1.69 -0.93
N -1.08 -0.47 1.43
H -2.68 1.88 -2.27
H -3.13 0.41 -0.47
H -0.32 3.05 -2.33
H 1.47 2.06 -0.76
H -1.73 -0.67 2.03
H 0.42 -0.71 2.88
H 2.29 2.12 0.80
H 3.34 0.87 1.48
H 2.29 1.46 2.57
C 0.44 -2.79 -1.14
C 1.25 -3.36 -0.01
H 0.35 -1.67 -1.17
H 0.79 -2.93 -2.04
H -0.63 -3.12 -1.22
H 1.51 -4.40 -0.29
H 0.54 -3.44 0.94
H 2.13 -2.79 0.26
*
```



A cluster of 2 separate species, C11H15N in total, computed with ωB97M-V/def2-TZVPD.

Structure (ORCA input):
```
! wB97M-V def2-TZVPD RIJCOSX def2/J DEFGRID3
* xyz 0 1
C 0.55 -2.39 -0.44
C 1.73 -3.35 -0.73
H 0.54 -1.65 -1.23
H -0.33 -3.00 -0.35
H 0.80 -1.85 0.45
H 1.49 -3.98 -1.59
H 1.90 -4.02 0.09
H 2.67 -2.85 -0.93
C -3.21 1.07 -0.02
C 0.48 1.70 -0.23
C -0.64 1.13 0.42
C -1.82 1.49 -0.33
C -1.39 2.24 -1.38
C 1.77 1.49 0.25
C 1.93 0.70 1.36
C -0.45 0.43 1.61
C 0.83 0.18 2.06
N -0.01 2.40 -1.30
H 0.54 2.79 -2.05
H 2.60 1.91 -0.30
H -1.85 2.63 -2.26
H 2.93 0.39 1.61
H -1.29 0.16 2.24
H -3.94 1.67 -0.55
H -3.38 1.22 1.05
H 1.03 -0.54 2.84
H -3.48 0.04 -0.28
*
```



A cluster of 2 separate species, C11H15N in total, computed with ωB97M-V/def2-TZVPD.

Structure (ORCA input):
```
! wB97M-V def2-TZVPD RIJCOSX def2/J DEFGRID3
* xyz 0 1
C -1.70 1.42 -0.30
C 1.70 0.74 0.96
C 0.78 0.91 -0.10
C -0.46 1.31 0.50
C -0.23 1.49 1.84
C 3.01 0.30 0.77
C 3.43 0.20 -0.56
C 1.21 0.73 -1.42
C 2.54 0.43 -1.63
N 1.10 1.11 2.12
H 1.47 1.43 3.00
H 3.59 -0.22 1.52
H -0.70 2.16 2.54
H 4.47 0.03 -0.78
H 0.45 0.89 -2.18
H -1.94 0.42 -0.65
H -1.62 1.91 -1.28
H 2.99 0.37 -2.61
H -2.63 1.78 0.14
C -2.56 -2.27 -0.92
C -1.85 -2.11 0.40
H -2.76 -1.29 -1.34
H -2.00 -2.79 -1.69
H -3.52 -2.77 -0.74
H -1.80 -3.02 1.01
H -0.79 -1.83 0.30
H -2.18 -1.33 1.09
*
```



no.,HOMO-LUMO gap (eV),E_HOMO (eV),E (Ha)
1,8.68,-7.80,-482.8104
2,8.80,-7.86,-482.8403
3,8.67,-7.76,-482.8906
4,8.91,-7.96,-482.8752
5,8.79,-7.90,-482.8743
6,8.77,-7.83,-482.8862
7,8.61,-7.71,-482.7898
8,8.83,-7.90,-482.9018
9,8.78,-7.82,-482.8818